Entry from the Open Molecules 2025 dataset: a cluster of 10 separate species, C32H48N8O12S2 in total at a distorted geometry (ωB97M-V/def2-TZVPD).

ORCA input file:
```
! RIJCOSX wB97M-V def2-TZVPD def2/J DEFGRID3
* xyz 0 1
O -1.77206 -3.83321 -23.52007
C -1.84619 -4.17812 -22.31684
N -2.93372 -4.01090 -21.64238
C -0.74141 -4.86916 -21.69139
H -2.73899 -4.21410 -20.67239
H -3.76810 -3.62050 -22.05650
H -1.14318 -5.64937 -21.04490
H -0.08754 -4.22726 -21.10103
H -0.15352 -5.48214 -22.37457
O 2.87926 -0.09119 -17.32772
C 2.93295 -0.20222 -18.56084
N 2.48615 -1.31279 -19.12123
C 3.46432 0.90506 -19.46505
H 2.72728 -1.61794 -20.05335
H 2.01329 -1.95688 -18.50345
H 4.54939 1.00543 -19.49060
H 3.18310 1.89138 -19.09601
H 2.94103 0.82380 -20.41776
O -0.57979 -2.02581 -19.84637
C -0.64623 -2.56788 -18.77024
N 0.26349 -3.40558 -18.34423
C -1.59235 -1.98602 -17.68099
H 0.07535 -3.98208 -17.53656
H 0.80389 -3.89644 -19.04217
H -2.04734 -2.83669 -17.17361
H -2.37167 -1.46179 -18.23411
H -1.18014 -1.36043 -16.88927
O 4.36196 -4.14376 -20.13326
C 3.51882 -5.04511 -20.12418
N 2.85177 -5.45369 -19.04656
C 3.33636 -5.83707 -21.47731
H 2.46426 -6.37602 -18.90784
H 3.07485 -4.84787 -18.26983
H 2.39196 -6.25853 -21.82167
H 4.05817 -6.64939 -21.39227
H 3.67066 -5.35030 -22.39351
N -2.44798 2.01589 -20.72346
C -2.05698 2.90306 -21.62152
C -2.02239 2.62297 -23.01287
C -2.20068 1.24945 -23.38382
C -2.41662 0.30620 -22.31788
C -2.59931 0.69069 -21.03086
H -1.80212 3.84722 -21.16327
H -1.68593 3.29792 -23.78595
H -2.06797 0.94161 -24.41048
H -2.45746 -0.76941 -22.40619
H -2.65389 0.00173 -20.20094
N 4.61410 -4.84937 -29.02913
C 4.38546 -5.40949 -27.81341
C 4.27288 -4.69670 -26.60139
C 4.58441 -3.30557 -26.58887
C 4.80436 -2.69749 -27.81848
C 4.93451 -3.49928 -29.00555
H 4.17409 -6.46811 -27.78123
H 4.23536 -5.23421 -25.66540
H 4.67959 -2.90954 -25.58862
H 5.07218 -1.65200 -27.85877
H 5.17370 -3.10648 -29.98274
N 7.94189 3.39279 -22.60874
C 8.09599 3.29875 -23.93947
C 7.37379 2.38059 -24.76140
C 6.41583 1.50178 -24.23727
C 6.15430 1.62860 -22.89131
C 6.98568 2.56149 -22.14119
H 8.83333 3.98317 -24.33229
H 7.44755 2.31497 -25.83688
H 5.80661 0.83779 -24.83255
H 5.41636 1.04390 -22.36220
H 6.64806 2.62076 -21.11704
N 7.44538 -0.46133 -20.28171
C 8.56916 -0.24448 -19.54747
C 8.94985 -1.06400 -18.48707
C 8.16374 -2.11535 -18.18428
C 7.01382 -2.41370 -18.91009
C 6.74097 -1.61068 -20.01381
H 9.23628 0.54475 -19.86126
H 9.90760 -0.84212 -18.03998
H 8.47014 -2.74809 -17.36443
H 6.34098 -3.24324 -18.75028
H 5.92701 -1.91260 -20.65623
C 1.28084 -1.07087 -23.76614
C 1.11753 -1.54166 -22.30950
O 2.03209 -2.67708 -22.28945
S 3.49831 -2.13390 -22.87939
O 4.34929 -3.24434 -23.28887
O 4.10511 -1.08454 -22.03045
O 2.60667 -1.52951 -24.15949
H 1.21795 0.00702 -23.91550
H 0.44779 -1.30578 -24.42867
H 0.08576 -1.88316 -22.22624
H 1.26424 -0.77666 -21.54703
C 2.79102 5.15460 -22.11137
C 1.26036 5.42728 -22.15160
O 0.76740 4.14896 -22.48006
S 1.82166 3.27603 -23.44098
O 1.30668 3.49111 -24.76569
O 2.04771 1.93511 -22.90063
O 3.09079 4.28875 -23.10435
H 3.14725 4.63502 -21.22186
H 3.40204 6.05699 -22.13232
H 1.03371 6.02736 -23.03287
H 0.86668 5.82192 -21.21491
*
```

SMILES: O=S1(=O)OCCO1.O=S1(=O)OCCO1.c1ccncc1.c1ccncc1.c1ccncc1.c1ccncc1.CC(N)=O.CC(N)=O.CC(N)=O.CC(N)=O

***

Entry from the Open Molecules 2025 dataset: a structure of composition C32H49AlBr2Cl4F11N4O8P2S at a distorted geometry (ωB97M-V/def2-TZVPD).

ORCA input file:
```
! RIJCOSX wB97M-V def2-TZVPD def2/J DEFGRID3
* xyz 1 1
C -3.94076 3.69090 2.60162
C -2.55875 2.77880 2.36586
F -1.59800 3.67874 1.68872
N -2.86064 1.48950 1.63631
C -2.27557 0.89562 0.37436
C -1.08676 1.51619 -0.56822
C 0.36735 1.20357 0.14455
C 0.75054 -0.41803 0.11018
C 1.68873 -0.78667 -1.20775
O 0.89340 -0.96176 -2.45586
N -2.82175 -0.41818 -0.14823
C -3.89545 -0.73117 0.90227
S -4.90318 -2.29239 0.66814
O -5.42982 -2.84038 2.02250
O -4.05912 -3.40498 -0.05065
C -6.39857 -1.80130 -0.41155
F -7.12428 -0.75403 0.36243
F -5.80038 -1.09487 -1.60287
F -7.23564 -2.96667 -0.78224
C -3.93961 0.45996 2.03383
C -5.00621 0.46822 3.27869
C -4.78964 -0.71613 4.39098
C -3.34405 -1.48558 4.31830
F -3.45366 -2.66116 5.26143
H -4.07812 3.71162 3.78618
H -3.82565 4.77555 2.14843
H -4.91017 3.13759 2.18623
H -2.10762 2.48324 3.41553
H -1.27152 2.64502 -0.81993
H -1.11416 0.91649 -1.60016
H 1.21598 1.87476 -0.33939
H 0.22222 1.47286 1.29842
H 1.37980 -0.61020 1.09571
H -0.24908 -1.06049 0.13478
H 2.58787 -0.02104 -1.35463
H 2.18898 -1.84553 -0.98489
H 0.51763 -1.90469 -2.35066
H -2.54193 -0.93723 -1.00934
H -5.08589 1.48104 3.86149
H -6.08262 0.28958 2.79431
H -4.88022 -0.22146 5.47364
H -5.63513 -1.54781 4.36536
H -2.50490 -0.80171 4.77920
H -3.07772 -1.94764 3.27603
Cl 0.60900 3.57353 -4.68055
C -0.42403 2.31112 -5.25015
C -1.45986 2.54218 -6.16292
Cl -1.79124 4.10822 -6.81311
C -2.26840 1.47975 -6.57980
C -2.04364 0.19128 -6.09106
C -1.00857 -0.03964 -5.18610
C -0.20040 1.01836 -4.76580
H -3.07701 1.64983 -7.28690
H -2.67586 -0.63149 -6.41674
H -0.83072 -1.04341 -4.80699
H 0.60370 0.82869 -4.05845
C -8.68608 -0.28675 3.71407
O -7.69205 -0.47639 4.40292
N -9.51349 0.81342 3.78984
C -10.67404 0.96375 2.93680
C -9.21401 1.85272 4.75260
H -9.00462 -1.01513 2.94991
H -10.56236 1.87745 2.34608
H -11.56668 1.03834 3.56438
H -10.78008 0.11044 2.26161
H -8.21740 2.25383 4.54492
H -9.21652 1.41892 5.75707
H -9.95329 2.65631 4.69657
Cl -1.00782 5.29726 -8.94791
Al -7.86610 3.54962 3.33531
C 2.35732 -3.53185 -4.37770
O 3.22606 -2.72990 -3.59811
P 4.79104 -3.42438 -3.35041
O 5.13387 -2.30603 -2.36240
O 5.25003 -2.96621 -4.87035
C 5.02347 -1.63215 -5.29419
O 6.35598 -4.11896 -3.10261
C 6.54227 -5.36376 -3.74577
H 1.47482 -2.94337 -4.63753
H 2.84539 -3.85615 -5.30434
H 2.05326 -4.40567 -3.80055
H 4.96460 -0.93150 -4.45817
H 4.09838 -1.58815 -5.87210
H 5.84677 -1.32915 -5.94652
H 6.47039 -5.24923 -4.82976
H 5.79075 -6.07813 -3.39787
H 7.53697 -5.74325 -3.49700
N 3.89601 -1.44340 0.86323
C 3.85830 -1.37698 2.21212
C 4.78053 -1.99655 3.04024
C 5.80295 -2.73330 2.45172
C 5.86737 -2.82195 1.06496
C 4.90115 -2.16439 0.32069
H 3.04003 -0.79324 2.62361
H 4.70323 -1.90720 4.11787
H 6.54359 -3.23407 3.06843
H 6.65139 -3.38877 0.57577
H 4.91054 -2.20040 -0.76509
Br 6.27810 1.18319 4.05424
C 6.28166 1.66800 2.16518
C 5.67588 3.03552 1.95019
Br 3.73014 2.97248 2.06864
H 5.75671 0.87182 1.63011
H 7.33540 1.66286 1.87244
H 5.88738 3.39655 0.93990
H 6.01583 3.77983 2.67588
F 8.52343 4.32565 0.58095
P 9.67071 3.51666 1.25736
F 8.88872 2.49355 0.37966
F 10.97253 2.73491 0.90695
F 9.49272 4.42282 2.51230
F 10.66821 4.57786 0.70310
F 9.47900 2.54456 2.46001
Cl 7.22270 -1.70849 -0.37983
*
```

***

Entry from the Open Molecules 2025 dataset: a structure of composition C32H49BN10PdS3 (ωB97M-V/def2-TZVPD).

ORCA input file:
```
! RIJCOSX wB97M-V def2-TZVPD def2/J DEFGRID3
* xyz 2 1
Pd 1.93316 -1.65049 -0.03284
C -2.15588 -3.84159 2.21098
C -1.86856 -2.40654 1.89918
C -2.55052 -1.36485 2.44514
C -2.23293 -0.01497 2.12797
N -1.28626 0.26643 1.27507
N -0.62407 -0.76610 0.72614
B 0.28677 -0.46311 -0.46895
N -0.38607 -0.94896 -1.77315
N -1.70663 -0.76858 -1.88240
C -2.25906 -1.06516 -3.03061
C -1.46762 -1.52573 -4.11803
C -0.12707 -1.73037 -3.98749
C 0.76166 -2.25016 -5.07593
C 0.39982 -1.45104 -2.70690
S 2.04708 -1.75271 -2.26654
C -3.76174 -0.89521 -3.16726
C -4.37203 -0.38216 -1.86481
C -4.37078 -2.26205 -3.51723
C -4.04706 0.10771 -4.29535
N 0.74098 0.99997 -0.62453
N -0.22935 1.78429 -1.13504
C 0.02639 3.05233 -1.29308
C 1.28550 3.58897 -0.91038
C 2.27784 2.79116 -0.43837
C 3.63724 3.29728 -0.06767
C 1.97461 1.40468 -0.33349
S 3.18616 0.26624 0.10895
C -1.04088 3.93150 -1.92065
C -0.46733 4.53799 -3.20976
C -2.28912 3.11690 -2.25256
C -1.40320 5.05484 -0.93748
C -0.82786 -2.06030 0.99941
S 0.19550 -3.23026 0.24568
C -2.99421 1.13235 2.76604
C -4.49005 0.95273 2.46418
C -2.52465 2.47148 2.20633
C -2.75739 1.09268 4.28242
H -2.90591 -3.92667 2.99363
H -2.52143 -4.35968 1.32203
H -1.24829 -4.35527 2.53098
H -3.34561 -1.56473 3.15283
H -1.94499 -1.73458 -5.06735
H 0.21252 -2.36740 -6.00696
H 1.59938 -1.57200 -5.25139
H 1.17870 -3.22036 -4.79564
H -4.20490 -1.08139 -1.04295
H -3.94975 0.58334 -1.58097
H -5.44741 -0.26413 -2.00121
H -4.16432 -2.99754 -2.73696
H -5.45261 -2.16248 -3.61122
H -3.99505 -2.65151 -4.46519
H -3.62708 1.08911 -4.06665
H -3.64734 -0.22415 -5.25560
H -5.12513 0.22100 -4.41341
H 1.46627 4.64979 -1.02900
H 3.71055 4.36788 -0.24278
H 3.84770 3.10072 0.98541
H 4.40917 2.79316 -0.65188
H -0.16838 3.75929 -3.91450
H -1.22942 5.15318 -3.68904
H 0.39544 5.17840 -3.01802
H -2.06436 2.32546 -2.97056
H -2.71232 2.65079 -1.36177
H -3.03912 3.77678 -2.68970
H -0.54230 5.67896 -0.69002
H -2.15518 5.70246 -1.38981
H -1.81393 4.65231 -0.01102
H -4.67293 0.91244 1.38777
H -4.89976 0.04868 2.91824
H -5.04469 1.79919 2.87034
H -2.68536 2.52196 1.12853
H -3.09244 3.27336 2.67976
H -1.46360 2.63853 2.39890
H -3.08294 0.14908 4.72455
H -1.70148 1.23712 4.51873
H -3.32480 1.89162 4.76057
C 7.57034 -2.11734 2.75917
C 6.77854 -2.35537 4.04084
C 6.15864 -1.06588 4.56813
C 5.74414 -3.46519 3.86804
N 4.75246 -3.18207 2.81261
C 4.79538 -3.46066 1.50930
N 3.69995 -3.00272 0.95266
N 2.99874 -2.43471 1.96077
N 3.62595 -2.52327 3.07350
H 8.39530 -1.43126 2.94900
H 6.94764 -1.66025 1.98408
H 7.99789 -3.04175 2.36313
H 7.46385 -2.74506 4.79869
H 5.45123 -0.64015 3.85170
H 6.93634 -0.32289 4.74381
H 5.62860 -1.22819 5.50782
H 5.17403 -3.62376 4.78089
H 6.22514 -4.40204 3.58977
H 5.59659 -3.98933 1.02040
*
```

***

Entry from the Open Molecules 2025 dataset: a structure of composition C32H49Br2GaN8OP at a distorted geometry (ωB97M-V/def2-TZVPD).

ORCA input file:
```
! RIJCOSX wB97M-V def2-TZVPD def2/J DEFGRID3
* xyz 1 1
Ga -0.36458 -1.15428 0.56196
C -2.40848 -1.21788 3.59856
C -0.93018 -1.38718 3.70176
C -0.28068 -1.29668 4.94786
C 1.06782 -1.51028 5.04196
C 1.79852 -1.88018 3.89566
C 3.17572 -2.19138 3.85716
Br 4.23212 -1.99978 5.42256
C 3.76282 -2.62948 2.69596
C 3.00832 -2.76668 1.52606
Br 3.82952 -3.40118 -0.05434
C 1.66232 -2.44178 1.48296
O 0.90962 -2.56028 0.39956
C 1.06952 -1.97678 2.68826
N -0.25198 -1.68258 2.60696
H -2.91218 -1.82268 4.35446
H -2.74088 -1.53448 2.61376
H -2.70028 -0.18048 3.76586
H -0.86398 -1.05468 5.82446
H 1.57132 -1.42988 5.99256
H 4.81212 -2.88558 2.68196
N 0.21692 0.53682 0.49746
P 1.00852 1.52212 -0.45454
N 2.67602 1.53042 -0.35934
C 3.54452 2.58452 0.12046
C 4.74992 2.77412 -0.80784
C 5.47042 1.44672 -1.02744
C 4.48612 0.39522 -1.52834
C 3.34592 0.25822 -0.52444
N 0.67432 1.33252 -2.07674
C -0.05138 0.21312 -2.64174
C -0.75728 0.66132 -3.91834
C 0.27982 1.02762 -4.99174
C 1.60392 1.44912 -4.34484
C 1.32522 2.20292 -3.05054
N 0.59942 3.11162 -0.07634
C 0.67042 3.41692 1.35276
C -0.67498 3.23072 2.05226
C -1.73878 4.16892 1.46016
C -1.28558 4.69162 0.09736
C -0.64368 3.56992 -0.70684
H 3.91962 2.34162 1.12726
H 2.96842 3.50792 0.16606
H 5.43032 3.49612 -0.35094
H 4.42872 3.18202 -1.76884
H 5.90582 1.11912 -0.08064
H 6.27922 1.57922 -1.74644
H 4.99232 -0.56028 -1.65854
H 4.07872 0.70232 -2.49354
H 3.74852 -0.08278 0.44216
H 2.60442 -0.46868 -0.87164
H -0.78368 -0.14488 -1.90224
H 0.61812 -0.63018 -2.87674
H -1.37458 1.53062 -3.67874
H -1.41568 -0.13118 -4.27954
H -0.11488 1.84182 -5.59934
H 0.45792 0.18012 -5.65304
H 2.16282 2.09102 -5.02584
H 2.21622 0.57062 -4.13294
H 0.68032 3.05872 -3.28714
H 2.24382 2.58572 -2.60194
H 1.01322 4.45112 1.47566
H 1.40562 2.74692 1.80606
H -0.54878 3.42212 3.11856
H -0.96578 2.18442 1.92656
H -1.92428 5.01192 2.12686
H -2.67998 3.62702 1.34746
H -0.56598 5.50112 0.22066
H -2.13678 5.08722 -0.45704
H -0.40018 3.92722 -1.71144
H -1.36408 2.74332 -0.79584
C -3.64768 -5.11998 -1.09694
C -2.38448 -5.11518 -0.24764
N -2.01698 -3.74658 0.05066
C -2.82368 -2.68208 -0.06274
N -2.28498 -1.48618 0.14646
C -3.15558 -0.31948 0.15066
C -4.27508 -0.47228 -0.86524
C -5.03748 -1.75558 -0.56074
N -4.12338 -2.86208 -0.34724
C -4.66468 -4.20808 -0.42434
H -4.04398 -6.12748 -1.19224
H -3.42638 -4.73848 -2.09424
H -1.55868 -5.59588 -0.77684
H -2.55508 -5.66178 0.68956
H -1.04428 -3.54498 0.24596
H -2.52488 0.54612 -0.06734
H -3.58778 -0.17338 1.14766
H -3.85548 -0.51278 -1.87144
H -4.96158 0.37072 -0.80524
H -5.69158 -2.00998 -1.40174
H -5.67028 -1.62858 0.32796
H -5.59748 -4.17298 -0.99074
H -4.89438 -4.57438 0.58366
*
```

***

no.,gap between HOMO and LUMO (eV),HOMO energy (eV)
1,8.630,-8.762
2,1.036,-7.508
3,6.869,-13.981
4,7.558,-10.292